Below is a structure of composition C51H116AsF6N4OP in a non-equilibrium geometry, with properties calculated with ωB97M-V with the def2-TZVPD basis set.

XYZ file:
```
180
Properties=species:S:1:pos:R:3:forces:R:3:mulliken_spin:R:1
C -5.72619 -7.10236 3.47841 -0.57 0.59 -0.27 0.00
C -4.92550 -6.09396 4.30372 1.23 -0.39 0.24 0.00
C -3.77024 -5.38975 3.55557 0.07 -0.32 -0.15 0.00
C -4.28619 -4.39521 2.50328 1.41 0.60 -0.63 0.00
P -2.91159 -3.45024 1.67874 0.98 -1.85 1.73 0.00
C -1.78857 -4.73015 0.95294 -0.05 1.68 0.65 0.00
C -0.48231 -4.16700 0.29964 -1.41 -0.94 0.13 0.00
C 0.21819 -5.30675 -0.40348 1.90 0.08 -0.74 0.00
C -0.32485 -5.91880 -1.71829 -0.57 0.85 0.43 0.00
C -2.03109 -2.64453 3.11291 0.08 0.72 -1.25 0.00
C -2.89467 -1.74723 3.97752 -1.11 0.06 1.07 0.00
C -2.06538 -0.75316 4.78121 1.54 -0.63 0.06 0.00
C -2.67478 0.22832 5.78016 -0.53 -1.57 -0.35 0.00
C -3.44813 -2.30282 0.42078 -0.82 0.19 -1.17 0.00
C -3.98472 -2.81078 -0.96831 -0.70 1.05 0.64 0.00
C -2.97431 -3.43315 -1.86543 0.38 -0.88 -2.02 0.00
C -3.36678 -3.44969 -3.39686 0.46 -0.64 1.33 0.00
H -6.18930 -6.59016 2.63503 -0.32 -0.15 -0.07 0.00
H -6.50158 -7.62263 4.04071 -0.13 0.45 0.18 0.00
H -5.15927 -7.93440 3.06079 0.63 0.28 0.10 0.00
H -4.49158 -6.65323 5.13259 0.30 0.03 0.05 0.00
H -5.39535 -5.25179 4.81174 -1.12 -0.33 -0.22 0.00
H -3.11893 -6.10716 3.05635 -0.03 -0.24 0.02 0.00
H -3.15435 -4.88732 4.30146 0.00 0.15 0.03 0.00
H -4.85399 -3.58823 2.96642 -0.75 -0.31 -0.21 0.00
H -4.73931 -4.94861 1.68076 -0.76 0.29 0.17 0.00
H -2.47365 -5.34495 0.36919 0.41 -0.08 -0.47 0.00
H -1.45172 -5.33781 1.79282 -0.19 -0.12 0.06 0.00
H 0.16169 -3.82280 1.10889 0.00 0.01 0.09 0.00
H -0.59038 -3.31332 -0.36942 -0.42 -0.03 0.04 0.00
H 0.52887 -6.05202 0.32874 -0.51 -0.39 -0.02 0.00
H 1.18008 -4.83835 -0.61198 0.46 -0.19 -0.49 0.00
H -1.36419 -6.21943 -1.58599 0.10 -0.57 -0.03 0.00
H 0.27925 -6.70692 -2.16776 -0.06 -0.23 0.63 0.00
H -0.38779 -5.18408 -2.52099 0.11 0.50 0.06 0.00
H -1.24386 -2.01165 2.70324 0.25 -0.09 -0.35 0.00
H -1.54598 -3.38995 3.74309 -0.10 -0.32 -0.29 0.00
H -3.38174 -2.40810 4.69453 -0.40 0.06 0.09 0.00
H -3.70073 -1.22790 3.45920 0.04 0.02 -0.38 0.00
H -1.34445 -0.31775 4.08928 -0.16 0.71 -0.25 0.00
H -1.40397 -1.37506 5.38444 0.24 -0.33 0.23 0.00
H -3.50063 0.76479 5.31295 0.40 0.72 0.32 0.00
H -1.87043 0.74682 6.30196 -0.33 0.69 -0.44 0.00
H -3.11396 -0.38766 6.56488 -0.30 0.06 0.09 0.00
H -2.65755 -1.61173 0.12844 0.21 0.00 0.60 0.00
H -4.25959 -1.72657 0.86529 0.07 0.21 0.19 0.00
H -4.39330 -1.91735 -1.44047 0.40 0.51 -0.05 0.00
H -4.92802 -3.35572 -0.93188 0.28 -0.76 0.45 0.00
H -2.84601 -4.47954 -1.58846 0.07 -0.07 -0.07 0.00
H -1.96125 -3.03146 -1.84391 -0.16 0.55 0.56 0.00
H -3.58210 -2.47535 -3.83552 -0.43 0.07 0.28 0.00
H -4.17361 -4.17597 -3.49509 -0.23 0.42 -0.49 0.00
H -2.51667 -3.84532 -3.95263 0.04 -0.21 -0.05 0.00
C 4.16646 1.95487 -5.20136 -0.26 -0.87 1.15 0.00
C 2.81486 1.20074 -4.99752 -0.15 1.50 -0.82 0.01
N 2.62421 -0.02131 -4.09593 1.29 -0.06 -0.13 -0.01
C 3.19981 -1.25280 -4.72187 -0.05 0.24 -0.99 0.01
C 3.46082 0.19954 -2.79792 -0.38 0.46 0.69 0.00
C 3.50089 -0.97683 -1.77181 -1.24 0.23 -0.81 0.00
C 1.16735 -0.20718 -3.71567 0.27 -1.33 0.88 0.02
C 0.18909 -0.85788 -4.78559 2.64 1.65 2.08 0.08
O 0.23722 0.00831 -5.88219 -1.46 -0.74 -1.20 0.71
C -0.54220 -0.38591 -7.03056 1.04 0.42 -0.21 0.02
H 4.56322 2.34087 -4.26238 0.11 -0.17 0.05 0.00
H 3.96152 2.85532 -5.78039 -0.15 -0.31 -0.33 0.00
H 4.91525 1.33045 -5.68871 -0.01 0.19 -0.07 0.00
H 2.49794 0.98840 -6.01859 -0.18 -0.74 0.15 0.00
H 2.08790 1.94223 -4.66611 -0.02 -0.08 0.41 0.00
H 2.65884 -2.12403 -4.35254 0.58 -0.05 0.11 0.00
H 4.27588 -1.23323 -4.54928 -0.20 -0.47 0.24 0.00
H 3.09996 -1.19381 -5.80568 -0.29 -0.05 -0.03 0.00
H 3.04037 1.14224 -2.44773 -0.15 -0.26 0.67 0.00
H 4.47918 0.48516 -3.06146 -0.12 -0.43 -0.64 0.00
H 3.45654 -1.93774 -2.28443 0.68 -0.04 -0.10 0.00
H 2.60509 -1.03662 -1.15369 0.04 0.52 0.20 0.00
H 4.37036 -0.93672 -1.11567 0.01 0.16 -0.32 0.00
H 0.87685 0.66604 -3.13155 -0.57 0.42 -0.90 0.00
H 1.24013 -0.89775 -2.87547 -0.26 -0.55 -0.17 0.00
H -0.80777 -0.99773 -4.36749 -0.52 0.35 -0.05 -0.03
H 0.49962 -1.86915 -5.04827 0.15 -0.20 -0.50 0.07
H -0.22654 0.23173 -7.87139 -0.06 0.01 0.14 0.01
H -1.56809 -0.15034 -6.74744 -0.56 0.08 0.09 0.08
H -0.43543 -1.45373 -7.22147 -0.10 -0.17 0.13 0.03
C 5.89371 1.45156 0.58040 0.62 -0.92 0.00 0.00
C 4.52419 1.96329 0.17421 -0.89 0.41 0.78 0.00
C 4.16193 3.32797 0.77470 -0.99 1.38 -0.46 0.00
C 2.70757 3.89986 0.32787 1.22 -1.16 -0.35 0.00
N 2.09487 4.99239 1.14357 0.92 0.62 -0.33 0.00
C 1.96310 4.58915 2.60122 0.41 -0.05 -1.05 0.00
C 0.73334 5.36875 3.03519 1.07 -1.37 0.86 0.00
C -0.21840 5.05161 1.87875 -0.75 0.99 0.70 0.00
C 0.60793 5.28368 0.65196 1.71 0.28 -0.42 0.00
C 2.92870 6.31359 1.05428 -1.44 -0.82 -0.75 0.00
H 6.77020 2.04171 0.31282 -0.32 0.36 -0.15 0.00
H 6.08066 0.46635 0.15318 -0.08 -0.06 -0.53 0.00
H 6.02436 1.18958 1.63035 -0.42 0.61 0.36 0.00
H 3.74757 1.30126 0.55720 -0.03 -0.51 -0.11 0.00
H 4.38017 1.98731 -0.90596 0.28 0.10 -0.11 0.00
H 4.93437 4.03632 0.47522 -0.07 0.24 -0.03 0.00
H 4.21440 3.29733 1.86301 -0.08 -0.22 0.05 0.00
H 1.97877 3.09021 0.29029 0.05 -0.14 0.51 0.00
H 2.72064 4.23374 -0.70965 0.39 0.35 -0.01 0.00
H 2.93079 4.72349 3.08457 -0.23 0.55 0.16 0.00
H 1.82346 3.50937 2.54957 -0.53 -0.03 0.32 0.00
H 0.98301 6.41853 3.18922 -0.28 0.09 -0.35 0.00
H 0.50910 4.98894 4.03197 -0.78 0.04 -0.14 0.00
H -1.06403 5.73495 1.95661 -0.15 -0.09 -0.34 0.00
H -0.59861 4.03036 1.85450 0.15 -0.03 0.42 0.00
H 0.67646 6.28602 0.22921 -0.33 0.23 0.54 0.00
H 0.35008 4.66735 -0.20929 0.28 -0.50 0.28 0.00
H 2.38037 7.04610 1.64663 0.42 -0.04 0.11 0.00
H 2.83417 6.60198 0.00737 0.29 0.14 0.04 0.00
H 3.97857 6.20130 1.32491 -0.31 -0.29 0.22 0.00
C 4.42751 -4.24494 1.72030 -1.26 -0.46 0.14 0.00
C 4.38673 -2.83725 1.19968 0.75 1.76 0.77 0.00
C 4.48807 -1.78922 2.36182 -1.07 -0.81 0.64 0.00
C 3.12139 -1.72692 3.14170 0.66 1.36 0.72 0.00
N 3.17616 -0.99457 4.54645 0.60 -0.63 1.35 0.00
C 1.82473 -1.05469 5.29500 0.05 1.32 0.20 0.00
C 2.16492 -1.02133 6.82533 -0.04 -0.98 -1.50 0.00
C 3.22683 -2.15752 6.86775 -1.05 1.75 -0.73 0.00
C 4.07536 -1.80275 5.59423 -0.66 -1.42 -0.53 0.00
C 3.61221 0.45263 4.41892 -0.93 -0.55 -0.79 0.00
H 5.01520 -4.32534 2.63477 0.63 -0.22 -0.48 0.00
H 4.63322 -4.98240 0.94446 0.56 0.04 0.26 0.00
H 3.43655 -4.53248 2.07161 -0.33 0.01 0.00 0.00
H 3.51827 -2.56393 0.60037 -0.30 -0.39 -0.05 0.00
H 5.24631 -2.58261 0.57970 0.18 -0.39 -0.16 0.00
H 4.79265 -0.82360 1.95821 -0.43 0.18 0.05 0.00
H 5.28809 -2.07880 3.04315 0.05 -0.18 0.00 0.00
H 2.62970 -2.66668 3.39309 0.52 -0.24 -0.23 0.00
H 2.42128 -1.15464 2.53307 -0.20 0.13 0.14 0.00
H 1.20622 -0.18791 5.06211 0.23 0.15 -0.43 0.00
H 1.27210 -1.90583 4.89719 0.24 -0.35 0.52 0.00
H 2.54644 -0.03353 7.08378 0.00 -0.07 0.12 0.00
H 1.24097 -1.21694 7.36954 0.21 -0.03 0.22 0.00
H 3.75157 -2.29420 7.81330 0.27 0.24 -0.32 0.00
H 2.61674 -3.03864 6.66895 0.51 -0.35 0.02 0.00
H 5.03375 -1.30296 5.73497 -0.25 -0.01 0.01 0.00
H 4.16464 -2.77267 5.10495 0.86 0.22 -0.20 0.00
H 4.47870 0.60183 3.77469 0.23 -0.52 0.35 0.00
H 3.74732 0.93296 5.38801 -0.08 -0.24 -0.11 0.00
H 2.76959 0.86386 3.86306 0.02 0.58 0.21 0.00
C -2.94630 2.35142 -6.35016 0.67 -0.20 0.23 0.00
C -2.74566 1.63248 -4.95375 -0.44 0.79 -1.09 0.01
C -3.33013 2.36844 -3.73751 -0.37 0.02 0.47 0.00
C -2.72179 3.71688 -3.37341 -0.73 1.20 -0.35 0.00
N -3.66143 4.64359 -2.47162 2.31 -0.13 0.87 0.00
C -2.75654 5.92120 -2.14750 -0.92 -1.23 0.44 0.00
C -2.93098 6.77482 -3.32714 0.46 1.40 -0.85 0.00
C -4.28824 6.55018 -3.89446 -2.02 -0.90 -0.53 0.00
C -4.83151 5.23083 -3.29497 0.75 0.42 1.01 0.00
C -4.02476 3.97217 -1.12337 -0.38 -0.18 -1.38 0.00
H -2.27825 3.18813 -6.55443 -0.14 0.30 0.47 0.00
H -3.97443 2.64620 -6.56031 -0.10 0.22 0.63 0.00
H -2.76845 1.73596 -7.23202 0.24 -0.69 0.22 0.00
H -1.72462 1.39713 -4.65344 0.58 0.21 -0.56 0.00
H -3.22003 0.65991 -5.08482 -0.35 -0.07 0.48 0.00
H -3.21088 1.71134 -2.87606 -0.30 -0.11 0.09 0.00
H -4.39103 2.55321 -3.90618 -0.13 -0.30 0.02 0.00
H -2.57062 4.30430 -4.27905 -0.27 0.15 -0.10 0.00
H -1.72669 3.70553 -2.92870 -0.26 -0.36 0.54 0.00
H -3.15504 6.44913 -1.28113 -0.54 -0.48 0.08 0.00
H -1.72627 5.70413 -1.86550 -0.10 -0.70 -0.32 0.00
H -2.94752 7.77586 -2.89617 0.82 0.35 -0.82 0.00
H -2.24816 6.60852 -4.16032 0.65 0.40 0.56 0.00
H -4.97904 7.34858 -3.62345 0.01 -0.07 -0.06 0.00
H -4.33966 6.46505 -4.97991 0.38 0.27 0.03 0.00
H -5.59521 5.53243 -2.57810 -0.18 -0.72 -0.02 0.00
H -5.16602 4.48960 -4.02077 -0.10 0.13 0.28 0.00
H -3.21804 3.31701 -0.79464 0.20 0.32 -0.08 0.00
H -4.89642 3.34083 -1.29576 -0.04 0.11 0.04 0.00
H -4.26447 4.73220 -0.37974 0.06 -0.01 -0.24 0.00
As -0.21778 0.65685 0.15732 -0.80 -0.33 2.48 0.00
F -1.64261 0.30388 1.21573 1.63 0.52 -1.30 0.00
F -1.02235 2.16817 -0.41114 1.12 -1.29 0.26 0.00
F 1.27052 0.95469 -0.82877 -1.69 -0.23 0.56 0.00
F 0.55967 -0.84381 0.86849 -0.81 1.64 -1.44 0.00
F -1.05455 -0.22414 -1.16997 1.35 0.64 0.85 0.00
F 0.55294 1.58703 1.51845 -0.73 -0.79 -1.62 0.00
```
Positions in Å, forces in eV/Å.

The net charge is +5. As for the spin multiplicity: 2. The gap between HOMO and LUMO (alpha / beta) is 8.631 / 2.061 eV. The HOMO energy (alpha / beta) is -18.97 / -18.97 eV.